#P
ORCA calculation (ωB97M-V/def2-TZVPD) on C25H35HgN3 as an isolated structure.

Geometry as XYZ:
```
64
Properties=species:S:1:pos:R:3
C -1.694 -0.234 -0.997
C -3.000 1.865 -4.403
H -1.722 -1.257 -1.344
H -2.400 -0.100 -0.166
H -0.677 -0.045 -0.654
H -2.087 2.148 -4.931
H -3.522 1.078 -4.975
H -3.641 2.733 -4.239
C 0.309 -2.744 -2.138
C 1.255 -3.743 -1.844
C 2.607 -3.426 -1.999
C 2.955 -2.141 -2.416
H -0.761 -2.958 -2.051
H 0.902 -4.716 -1.515
H 3.376 -4.168 -1.809
H 3.991 -1.837 -2.523
N 0.645 -1.513 -2.524
C 1.938 -1.200 -2.703
C 2.247 0.153 -3.254
N 1.235 1.023 -3.363
C 1.435 2.237 -3.870
C 3.771 1.788 -4.205
C 2.702 2.680 -4.296
H 0.568 2.902 -3.931
H 2.803 3.693 -4.673
C 3.544 0.515 -3.687
H 4.336 -0.216 -3.620
H 4.768 2.078 -4.535
Hg -2.251 0.949 -2.645
C -1.046 2.555 -1.653
H -0.789 3.332 -2.375
H -0.130 2.112 -1.260
H -1.641 2.994 -0.834
C 1.135 0.809 5.770
C 0.493 1.016 4.422
C 0.426 2.305 3.880
C -0.205 2.541 2.651
C -0.273 3.930 2.092
C -0.786 1.476 1.987
C -0.747 0.114 2.474
C -0.049 -0.059 3.728
N -1.336 -0.835 1.760
C -1.528 -2.254 2.116
C -0.209 -3.003 2.168
C -2.284 -2.392 3.430
C -2.381 -2.910 1.039
H 1.921 1.554 5.938
H 0.402 0.915 6.583
H 1.573 -0.193 5.847
H 0.865 3.141 4.426
H -1.170 4.463 2.428
H 0.588 4.516 2.417
H -0.294 3.922 0.999
H -1.311 1.645 1.044
H 0.040 -1.067 4.146
H 0.463 -2.597 2.924
H -0.400 -4.054 2.400
H 0.297 -2.949 1.199
H -3.238 -1.858 3.365
H -2.487 -3.450 3.617
H -1.725 -1.990 4.277
H -3.326 -2.380 0.889
H -1.866 -2.961 0.076
H -2.614 -3.935 1.340
```

Summary:
Gap between HOMO and LUMO (spin up / spin down) (eV): 7.13 / 6.36
HOMO level (spin up / spin down) (eV): -7.620 / -7.252
Total charge: 0
Multiplicity: 1

***

#Q
ORCA calculation (ωB97M-V/def2-TZVPD) on C25H35HgN3 as an isolated structure.

Geometry as XYZ:
```
64
Properties=species:S:1:pos:R:3
C 1.474 3.306 -0.864
C 2.128 3.531 -2.239
H 0.384 3.344 -0.933
H 1.780 4.114 -0.186
H 1.749 2.356 -0.386
H 1.540 3.136 -3.070
H 2.261 4.607 -2.406
H 3.125 3.081 -2.295
C -3.462 0.765 -0.438
C -4.706 0.299 -0.019
C -5.279 -0.775 -0.702
C -4.576 -1.353 -1.754
H -3.023 1.668 -0.010
H -5.201 0.780 0.820
H -6.256 -1.159 -0.424
H -4.986 -2.174 -2.334
N -2.731 0.133 -1.382
C -3.283 -0.903 -2.070
C -2.462 -1.584 -3.100
N -1.156 -1.257 -3.161
C -0.349 -1.919 -3.993
C -2.134 -3.289 -4.794
C -0.776 -2.968 -4.807
H 0.690 -1.602 -4.009
H -0.044 -3.483 -5.423
C -2.990 -2.571 -3.960
H -4.062 -2.746 -3.953
H -2.517 -4.089 -5.420
Hg -0.409 0.779 -1.626
C 1.499 0.440 -2.561
H 1.475 0.929 -3.542
H 1.615 -0.639 -2.704
H 2.350 0.814 -1.987
C 2.126 -2.167 4.864
C 2.132 -1.672 3.442
C 3.147 -2.079 2.569
C 3.168 -1.650 1.235
C 4.268 -2.157 0.342
C 2.182 -0.776 0.793
C 1.184 -0.220 1.676
C 1.145 -0.812 2.983
N 0.394 0.796 1.282
C -0.310 1.664 2.265
C -1.537 0.999 2.896
C 0.651 2.151 3.353
C -0.839 2.898 1.542
H 2.218 -3.260 4.887
H 2.965 -1.751 5.441
H 1.192 -1.884 5.360
H 3.921 -2.768 2.917
H 5.252 -1.808 0.683
H 4.299 -3.254 0.360
H 4.131 -1.827 -0.692
H 2.155 -0.461 -0.255
H 0.331 -0.550 3.652
H -1.289 0.250 3.653
H -2.143 1.774 3.386
H -2.144 0.527 2.117
H 1.552 2.577 2.893
H 0.166 2.926 3.957
H 0.972 1.346 4.021
H -0.033 3.539 1.174
H -1.467 2.606 0.695
H -1.455 3.474 2.243
```

Summary:
Gap between HOMO and LUMO (eV): 4.11
HOMO level (eV): -5.201
Total charge: 0
Multiplicity: 1

***

#Q is favored, and the nearest alternative lies 2.041 eV above it.

***

#P
ORCA calculation (ωB97M-V/def2-TZVPD) on C15H21IN3NaO5S3 as an isolated structure.

Geometry as XYZ:
```
49
Properties=species:S:1:pos:R:3
Na 0.718 0.115 0.883
C -1.869 -0.609 -1.099
C -2.094 -1.220 0.290
N -0.878 -1.736 0.904
C -0.401 -3.043 0.464
C 0.259 -3.108 -0.910
S 1.530 -1.845 -1.259
C 0.777 -0.916 -2.633
C 0.068 0.398 -2.282
N -0.751 0.305 -1.096
H -1.663 -1.402 -1.817
H -2.810 -0.143 -1.427
H -2.474 -0.437 0.951
H -2.879 -1.990 0.207
H -0.988 -1.731 1.909
H 0.330 -3.390 1.197
H -1.201 -3.799 0.455
H 0.724 -4.100 -0.963
H -0.472 -3.051 -1.715
H 1.576 -0.698 -3.343
H 0.105 -1.608 -3.143
H 0.818 1.170 -2.084
H -0.481 0.726 -3.180
H -0.948 1.215 -0.697
O -1.084 5.041 4.421
C -0.736 4.091 3.742
C -0.603 2.666 4.212
O -0.825 2.259 5.341
C -0.151 1.879 3.045
C -0.029 2.759 1.909
O 0.321 2.367 0.747
C -0.365 4.120 2.294
O -0.360 5.119 1.564
O 0.087 0.646 3.015
I 1.780 -6.676 -2.449
C 1.347 -6.304 -0.264
H 0.739 -7.203 -0.071
H 2.340 -6.570 0.136
S 0.236 3.608 -5.201
C -0.084 4.014 -3.623
N 0.753 4.627 -2.787
C 0.398 4.678 -1.364
C -1.122 4.597 -1.319
S -1.592 3.665 -2.812
H 1.695 4.783 -3.104
H 0.752 5.600 -0.911
H 0.821 3.835 -0.815
H -1.589 5.580 -1.349
H -1.438 4.067 -0.427
```

Summary:
Gap between HOMO and LUMO (eV): 5.34
HOMO level (eV): -1.666
Total charge: -2
Multiplicity: 1

***

#Q
ORCA calculation (ωB97M-V/def2-TZVPD) on C15H21IN3NaO5S3 as an isolated structure.

Geometry as XYZ:
```
49
Properties=species:S:1:pos:R:3
Na -0.558 1.226 0.496
C 2.446 2.363 -0.552
C 2.495 1.506 0.725
N 1.713 0.300 0.558
C 2.361 -0.843 -0.032
C 2.557 -0.770 -1.555
S 1.076 -0.349 -2.541
C 1.463 1.304 -3.222
C 0.865 2.486 -2.457
N 1.086 2.381 -1.034
H 3.087 1.918 -1.315
H 2.855 3.362 -0.339
H 2.038 2.088 1.527
H 3.546 1.295 0.991
H 1.234 0.048 1.415
H 1.743 -1.712 0.179
H 3.363 -1.030 0.404
H 2.855 -1.762 -1.902
H 3.348 -0.073 -1.832
H 1.049 1.289 -4.230
H 2.551 1.368 -3.313
H -0.227 2.487 -2.597
H 1.278 3.410 -2.909
H 0.531 3.046 -0.506
O -2.156 2.993 5.931
C -1.732 2.634 4.844
C -1.780 1.247 4.291
O -2.306 0.274 4.823
C -1.055 1.283 3.019
C -0.782 2.657 2.673
O -0.350 3.012 1.537
C -1.062 3.508 3.832
O -0.798 4.698 3.967
O -0.733 0.301 2.284
I -4.222 2.054 -2.881
C -2.294 1.934 -1.849
H -2.182 0.850 -1.686
H -2.512 2.393 -0.873
S -0.986 -2.052 -0.088
C -1.246 -3.624 -0.379
N -2.354 -4.149 -1.006
C -2.681 -5.509 -0.618
C -1.345 -6.232 -0.506
S -0.171 -4.960 0.080
H -3.115 -3.486 -1.077
H -3.318 -5.966 -1.376
H -3.201 -5.544 0.347
H -0.996 -6.610 -1.467
H -1.378 -7.042 0.218
```

Summary:
Gap between HOMO and LUMO (eV): 4.15
HOMO level (eV): -0.774
Total charge: -2
Multiplicity: 1

***

#P is favored, and the nearest alternative lies 1.997 eV above it.